This record from the Open Molecules 2025 dataset describes a 10-piece molecular cluster, C55H125N5O10S5 overall at a distorted geometry. The level of theory is ωB97M-V/def2-TZVPD.

Geometry as XYZ:
```
200
Properties=species:S:1:pos:R:3:forces:R:3
C -1.56190 36.01903 5.23457 0.2324 -1.2022 0.7809
S -1.77780 36.64481 3.55808 0.1273 0.3076 0.1135
O -0.52100 36.29532 2.83042 -0.5187 -0.1651 0.1026
C -3.20565 35.66728 2.97054 0.5415 -0.1521 0.0089
H -2.42412 36.03254 5.90302 -0.3175 0.4278 -0.4198
H -0.74919 36.52494 5.75668 -0.0635 0.5402 -0.4358
H -1.22778 34.97732 5.24389 -0.0946 -0.0765 -0.5384
H -3.06772 34.59125 2.86245 0.3432 0.0007 0.3748
H -3.39921 36.03717 1.96397 -0.1435 0.2615 0.1241
H -4.02213 35.89445 3.65528 -0.1011 0.0420 -0.1366
C -3.95067 36.74843 -1.60445 0.0914 -0.3253 -0.6418
S -5.16608 36.40330 -2.95856 0.1501 0.1414 0.4929
O -6.52000 36.86731 -2.52090 0.6283 0.0393 -0.0560
C -4.61154 37.60731 -4.19435 -0.4002 0.0176 -0.7382
H -3.03993 36.20120 -1.86214 0.0904 0.2016 -0.2739
H -4.26581 36.27817 -0.67404 -0.5191 0.1788 -0.0948
H -3.73376 37.80988 -1.48802 -0.1049 0.0261 0.0373
H -3.72917 37.37509 -4.79450 0.4112 -0.2327 0.6601
H -4.59493 38.63896 -3.84644 0.0402 -0.0957 0.2472
H -5.37479 37.53604 -4.97367 -0.3321 0.0948 0.2712
C 2.06418 32.60898 -0.93071 0.2660 0.2594 0.4382
S 0.52791 33.32186 -1.60733 -0.5311 0.9316 0.2785
O -0.45211 33.30027 -0.47387 0.2758 -0.6121 -0.2820
C 0.84547 35.13614 -1.66457 0.9211 -0.3500 0.2977
H 1.78323 31.61146 -0.59285 -0.3255 0.1730 0.2282
H 2.37336 33.23652 -0.09465 -0.1012 -0.1782 0.1732
H 2.93710 32.42914 -1.55946 -0.3364 0.5013 -0.6074
H -0.11512 35.62352 -1.81482 -0.0593 -0.2810 -0.4208
H 1.60450 35.42042 -2.39377 -0.2198 -0.0286 -0.2453
H 1.18236 35.48473 -0.68626 0.0515 -0.3840 0.1524
C -1.75773 44.13254 0.82371 0.3304 0.5730 0.2931
S -1.18497 45.87052 0.56313 -2.0346 0.1558 -0.8090
O -2.30245 46.86608 0.67801 0.4701 -0.5940 0.6342
C -0.98557 45.70627 -1.19920 1.9520 -0.2351 -0.6114
H -2.37949 44.03423 1.71253 0.2041 0.3255 0.1685
H -0.85270 43.53920 0.95442 0.2854 0.5907 0.4048
H -2.26678 43.55689 0.05346 -0.4902 1.5426 -0.6962
H -1.80688 45.63313 -1.90893 -0.6419 -0.1936 0.7824
H -0.32009 44.84147 -1.30133 -0.0207 -0.0438 -0.3583
H -0.39538 46.56714 -1.52165 0.0041 0.0585 0.1059
C -4.24311 42.88367 -7.21407 1.0388 0.7417 -0.5088
S -4.89682 41.75585 -5.96904 0.7872 0.3974 0.5552
O -4.08708 40.49480 -6.11954 -0.4560 0.2173 0.0499
C -4.05541 42.52715 -4.52769 -0.3718 -0.9186 0.1401
H -4.30608 43.94982 -6.98389 -0.9256 -0.0959 0.2487
H -4.62613 42.67830 -8.21206 -0.4188 -0.0997 0.2049
H -3.15463 42.81706 -7.31841 0.0298 -0.8232 0.3655
H -3.02597 42.60840 -4.86795 0.0186 0.6023 0.2396
H -4.05799 41.77683 -3.73553 -0.0484 -0.3401 -0.3596
H -4.53339 43.36061 -4.01571 0.1111 0.5287 -0.7897
C 5.86158 44.57087 1.04459 -0.2533 -0.2523 -0.2999
C 4.47880 44.13532 1.52667 -0.4080 -0.6373 -0.3577
C 3.36206 45.01945 0.92107 0.2639 -0.0093 -0.6204
C 3.01827 44.65978 -0.51916 0.2205 -0.9629 0.6736
C 2.46710 43.23680 -0.50506 0.9912 0.0179 -0.8696
C 3.54280 42.23087 -0.01640 -0.9507 -0.2088 2.3457
N 4.17758 42.72114 1.24108 -0.9154 0.6061 -0.1036
O 5.17512 41.84918 1.74300 0.2341 0.1769 -0.6070
C 2.74902 41.00148 0.47466 0.0380 -0.4759 -0.6207
C 4.47016 41.80855 -1.10693 0.6469 -0.7416 -0.5479
C 4.41266 44.29592 3.02157 0.6859 0.9560 1.5401
H 6.60121 43.93959 1.53480 0.1850 0.2992 0.0749
H 5.98171 45.63350 1.25482 0.3568 -0.0692 0.1256
H 5.97835 44.41797 -0.03016 -0.0745 0.0468 -0.0350
H 2.45594 44.93161 1.52343 0.0419 0.2074 0.1434
H 3.71481 46.05157 0.87160 -0.0549 0.0707 0.6559
H 3.95995 44.63077 -1.07343 -0.1617 0.3197 -0.3563
H 2.32866 45.38665 -0.94717 0.0470 -0.0485 -0.1568
H 2.30281 42.88855 -1.52799 -0.3923 0.1957 -0.0380
H 1.51484 43.15769 0.02159 0.1395 0.0050 0.3088
H 2.06768 40.73666 -0.33573 -0.1594 -0.1979 0.2564
H 3.33075 40.10092 0.68506 0.4037 0.1838 -0.1802
H 2.22514 41.21665 1.40547 -0.2801 0.2723 -0.2076
H 3.92959 41.20468 -1.84156 -0.1567 0.1630 -0.0751
H 4.98146 42.60103 -1.65488 0.0143 0.1329 0.2005
H 5.19071 41.11137 -0.67423 0.2800 0.2573 -0.0598
H 4.65667 45.33981 3.24986 -0.2236 0.0921 0.0287
H 5.16531 43.76244 3.60868 0.2046 -0.3257 -0.5029
H 3.47610 44.07366 3.53498 -0.3213 -0.0545 -0.6024
H 4.82949 41.49213 2.56762 -0.2335 0.0715 -0.0411
C -5.64736 39.86984 6.82953 0.5604 0.8428 0.4759
C -4.11671 39.65907 6.92833 -0.6028 -0.6573 -0.8643
C -3.63487 39.71560 5.45841 -0.0075 0.3431 -0.2128
C -2.14789 39.76398 5.25672 0.4693 0.1694 0.0962
C -1.57975 40.98901 5.96731 0.2688 0.0375 -0.4817
C -2.06059 41.11676 7.41958 0.4772 0.1842 1.3014
N -3.49588 40.81038 7.60535 -0.6641 -0.7749 -1.7508
O -3.95546 40.90361 8.94740 0.5379 0.1202 -0.3380
C -1.15396 40.21353 8.29751 -0.1564 0.2766 0.0489
C -1.97481 42.58020 7.93500 1.3898 -0.7580 -0.1511
C -3.93009 38.26719 7.58297 0.8306 0.3845 0.5029
H -6.11164 39.13693 6.17246 0.0548 -0.0008 -0.0287
H -5.76861 40.88232 6.43904 -0.3498 -0.0877 -0.1770
H -6.12998 39.84353 7.80654 0.0465 -0.1478 0.0198
H -4.12677 38.99707 4.79752 0.0133 -0.4792 0.4614
H -3.94180 40.67066 5.01490 -0.4054 0.1245 0.3429
H -1.94647 39.78754 4.18316 0.1764 0.1260 0.0236
H -1.55241 38.93296 5.64535 -0.5204 -0.4125 0.0082
H -1.67205 41.93777 5.43144 -0.6696 -0.1057 -0.1493
H -0.50320 40.80423 5.92071 0.1261 0.3535 0.6319
H -1.23722 39.15699 8.04557 -0.2286 0.0275 0.0114
H -0.09726 40.44898 8.16109 -0.0423 0.3055 0.0746
H -1.42928 40.36822 9.34102 0.1020 -0.2452 0.0571
H -0.94232 42.93942 7.89174 0.0584 -0.0550 -0.1991
H -2.57692 43.25983 7.33560 -0.3027 -0.0813 0.2304
H -2.18998 42.55089 9.00178 -0.4382 0.3947 -0.0863
H -4.37011 37.44953 7.01223 -0.2932 0.2161 -0.0971
H -4.36546 38.30685 8.58271 -0.2223 -0.1249 -0.0775
H -2.89000 37.98555 7.76055 0.0889 0.1366 -0.2420
H -4.29552 41.80362 8.91122 -0.2642 -0.0717 0.5055
C -0.20626 41.35628 -1.83965 -0.0712 -1.2850 -0.5613
C -1.14397 40.11320 -1.93997 0.3753 1.4928 0.0049
C -0.38935 38.88870 -1.47984 0.0708 -1.5255 0.1557
C -0.19963 38.68154 0.02614 0.2562 -1.0097 0.4420
C -1.45427 38.78749 0.85584 -0.2503 1.0940 -1.3227
C -2.25917 40.04866 0.37897 0.3623 0.6471 1.5211
N -2.33602 40.17215 -1.07409 -0.4636 -1.9272 -0.4784
O -3.23727 41.19296 -1.48634 0.3572 -0.0414 0.2967
C -3.64976 39.85236 1.04906 0.5436 0.3790 -1.1575
C -1.63938 41.34299 0.94759 -0.0237 -0.6028 1.2682
C -1.63206 40.01348 -3.41157 0.0922 -0.7399 1.0083
H 0.35601 41.31921 -0.91128 -0.5043 0.6469 0.2344
H -0.71861 42.27389 -2.12417 -0.0507 0.1784 0.7820
H 0.55544 41.22576 -2.60956 -0.5404 -0.2862 0.3605
H -0.95852 38.05356 -1.91024 -0.2505 -0.2294 0.5171
H 0.60375 38.64122 -1.86754 0.0817 1.0987 -0.6876
H 0.57116 39.26701 0.53215 0.0680 0.5034 -0.6641
H 0.19774 37.66642 0.12447 -0.0431 -0.0619 0.1123
H -1.19751 38.92050 1.90601 -0.1575 -0.0068 0.0344
H -2.06226 37.88582 0.75894 -0.1156 0.0471 -0.0759
H -4.28124 40.73156 0.91875 -0.2019 -0.1758 -0.2392
H -4.04276 38.95366 0.57250 -0.6148 0.1033 0.2752
H -3.53453 39.71935 2.12447 0.1841 -0.2502 -0.0417
H -2.07849 41.46744 1.94465 -0.3279 0.5152 -0.1186
H -0.58850 41.29157 1.25277 0.2785 -0.2290 -0.7376
H -1.80318 42.23896 0.33698 -0.0120 -1.9677 0.3283
H -2.06424 40.96045 -3.71077 0.1636 -0.1276 -0.1660
H -2.39346 39.23842 -3.52216 -0.0708 0.0010 0.1619
H -0.80822 39.70170 -4.05423 0.0811 0.3086 -0.0510
H -3.92969 40.64926 -1.87675 -0.2532 0.2472 0.0480
C -0.30917 42.57886 -4.92991 -0.9682 0.1846 -1.1975
C 1.15947 42.76310 -5.29110 -1.0890 -0.8686 0.4505
C 1.42033 42.34733 -6.75372 -0.4166 -0.7237 0.3530
C 2.83994 42.62283 -7.12310 0.9371 0.3388 0.7325
C 3.22643 44.08293 -6.88912 0.2647 -1.1746 -1.2864
C 2.79436 44.66737 -5.52229 0.6475 0.3694 -0.4264
N 1.45407 44.18943 -5.17100 0.1031 -0.3038 -1.9201
O 0.87984 44.84352 -4.07211 0.5442 -0.1984 0.6189
C 3.85346 44.35150 -4.39801 -1.1012 0.4880 -0.4721
C 2.70464 46.14518 -5.84447 0.1550 1.1149 0.7053
C 1.86460 41.80816 -4.31712 1.9254 -0.4041 -0.2611
H -0.50443 42.88205 -3.90719 -0.1031 0.0420 -0.1719
H -0.69299 41.57222 -5.08954 0.6947 -0.1920 0.1958
H -0.96424 43.11959 -5.62543 0.1988 0.6292 0.1505
H 1.27799 41.26544 -6.84551 -0.2555 -0.0341 0.2232
H 0.68319 42.78585 -7.43074 0.1149 0.3819 0.0796
H 3.11707 42.26354 -8.11474 -0.1265 0.2001 -0.0920
H 3.48310 42.07999 -6.42149 -0.1029 -0.4252 -0.1811
H 2.91767 44.64167 -7.77812 -0.7644 0.4288 0.4817
H 4.30702 44.09675 -7.06538 0.1776 0.3433 0.8236
H 4.46450 45.21657 -4.13958 0.2397 -0.0503 -0.3800
H 3.28001 44.14678 -3.49356 0.2040 -0.3616 0.0731
H 4.44910 43.50254 -4.72510 0.1900 -0.0144 0.4170
H 3.62189 46.52278 -6.30129 0.2031 -0.2419 0.1536
H 1.92701 46.37462 -6.57332 -0.2379 -0.2413 0.1676
H 2.54681 46.73801 -4.93987 -0.1421 0.0564 -0.0572
H 1.65515 40.73772 -4.41338 -1.0131 0.1623 -0.2728
H 1.69010 42.06872 -3.28083 0.4063 0.4111 -0.2511
H 2.94130 41.72043 -4.49433 0.1433 0.7126 0.2285
H 0.11675 45.29483 -4.44635 0.0411 0.0670 -0.0415
C -4.71616 36.94816 -10.13058 1.4392 0.2912 -1.0553
C -4.14063 36.72792 -8.72711 -1.8846 0.2440 0.8904
C -3.24294 35.51237 -8.67825 0.8439 -1.1999 -1.6558
C -1.86980 35.78334 -9.30446 0.1296 0.5108 1.1092
C -1.25377 36.82232 -8.38070 -0.0885 0.2276 -0.4457
C -2.07139 38.15478 -8.33308 1.5326 0.3663 0.2149
N -3.50041 37.93452 -8.16639 0.2078 -0.8787 0.8259
O -4.27042 39.09529 -8.44566 0.3080 -0.4148 0.1303
C -1.41985 38.88664 -7.10699 0.4556 0.2795 -0.1402
C -1.75154 38.88810 -9.63250 -0.5665 1.1109 -0.7914
C -5.35916 36.37284 -7.83214 0.0118 -0.2165 0.4075
H -3.92046 36.76500 -10.86271 -0.0294 -0.1787 -0.0843
H -4.95259 37.99312 -10.32107 -0.5115 -0.0804 0.3439
H -5.53035 36.27945 -10.39927 -0.1234 0.0951 0.2449
H -3.13327 35.03056 -7.70578 0.0549 0.5365 0.2845
H -3.69245 34.72314 -9.29074 -0.4691 0.1333 0.0574
H -1.93709 36.16838 -10.32185 -0.1573 -0.0520 -0.0143
H -1.19257 34.92852 -9.33552 -0.3375 -0.2834 0.0130
H -0.24107 37.06200 -8.71333 -0.0308 0.2785 0.0184
H -1.13083 36.39638 -7.38204 -0.2516 -0.0077 0.0797
H -1.53832 38.33219 -6.17423 -0.4963 -0.0333 -0.0592
H -0.33062 38.92441 -7.23006 0.0357 -0.3069 -0.3979
H -1.63282 39.94103 -6.92040 -0.8047 -0.1003 -0.2236
H -2.42075 39.71871 -9.87619 -0.3409 -0.0421 0.6470
H -0.78522 39.39534 -9.64773 0.3337 -0.6288 0.0297
H -1.91495 38.25530 -10.50705 0.5415 -0.2434 0.0623
H -5.99385 37.22061 -7.57364 0.0271 0.1351 -0.3696
H -5.07336 35.91580 -6.88053 0.3456 0.1567 0.0074
H -5.95856 35.60687 -8.32712 -0.1243 0.1348 -0.0949
H -4.38488 39.48249 -7.55760 0.0898 0.0909 -0.0852
```
Positions in Å, forces in eV/Å.

Computed properties:
- Lowest unoccupied orbital energy: 0.19 eV
- HOMO level: -7.984 eV
- HOMO-LUMO gap: 8.17 eV
- Charge: 0

Atom charges from the Mulliken analysis, given in e for atoms 1 to 5:
1. C -1.208
2. S 1.119
3. O -0.717
4. C -0.601
5. H 0.280